Formula: C4H9NO2
Source: the Open Molecules 2025 dataset
Level of theory: wB97M-V/def2-TZVPD

- Energy above the lowest of the compared OMol25 structures with the same formula, charge and spin: 24.1 kJ/mol
- HOMO level: -0.382 hartree
- LUMO energy: 0.919 eV
- SMILES: CCCOC(N)=O
- Gap between HOMO and LUMO: 11.32 eV

Geometry (Å):
O 0.075 0.576 -0.892
O -1.513 1.923 0.036
N 0.099 2.740 -1.359
C 0.405 -1.576 0.149
C 0.555 -1.444 1.663
C -0.539 1.760 -0.668
C -0.608 -0.606 -0.451
H 0.120 -2.603 -0.111
H 1.368 -1.397 -0.341
H 0.914 2.531 -1.909
H -1.097 -1.032 -1.331
H -1.381 -0.320 0.267
H 0.806 -0.417 1.950
H -0.373 -1.733 2.172
H -0.182 3.695 -1.216
H 1.350 -2.096 2.039

Here are the Löwdin charges for atoms 1 to 6, given in e: number 1, O, carries -0.01; number 2, O, carries 0.07; number 3, N, carries 0.18; number 4, C, carries -0.23; number 5, C, carries -0.11; number 6, C, carries -0.62